Record 1
DFT (ωB97M-V/def2-TZVPD) results for an isolated molecule of C3H7N3 in a non-equilibrium geometry.

Cartesian coordinates (Å):
1 N 0.21349 -2.03658 -0.08003
2 C -0.67474 -0.91268 -0.32717
3 C -0.39458 0.16655 0.65487
4 N 1.06342 1.53764 0.04265
5 C -0.41848 1.57269 0.32019
6 N -1.31286 2.40074 0.26134
7 H -0.06973 -2.84110 -0.62818
8 H 1.15734 -1.79101 -0.36329
9 H -1.70902 -1.23241 -0.12443
10 H -0.66468 -0.50165 -1.34886
11 H -0.23383 -0.16373 1.68368
12 H 1.35931 1.71443 -0.91533
13 H 1.65844 2.02634 0.70772

Forces on the atoms, in the same order (eV/Å):
0.13 -0.09 -0.21
-0.47 0.30 0.08
-1.55 -0.76 0.84
0.27 1.45 -0.50
1.92 -1.55 0.02
-0.04 0.29 -0.07
0.04 0.05 0.06
-0.08 -0.06 0.08
0.12 -0.12 -0.20
0.06 -0.11 0.09
-0.10 0.23 -0.18
-0.12 0.25 0.11
-0.18 0.12 -0.12

Calculated values
* 2S+1: 1
* frontier orbital gap (alpha / beta): 9.6 / 6.4 eV
* highest occupied orbital energy (alpha / beta): -9.19 / -7.15 eV
* E_LUMO (alpha / beta): 0.4 / -0.8 eV
* E: -7690.228 eV



Record 2
DFT (ωB97M-V/def2-TZVPD) results for an isolated molecule of C7H10BNO in a non-equilibrium geometry.

Cartesian coordinates (Å):
1 C 2.15854 0.60043 -0.98979
2 B 0.74782 1.04914 -0.55435
3 O 0.06803 2.03982 -1.15712
4 C -0.17457 0.18952 0.35033
5 C 0.37367 -0.71660 1.24587
6 N -0.19377 -1.63528 2.01732
7 C -1.10337 -2.42981 1.53905
8 C -1.65250 -2.26217 0.22100
9 C -1.54099 -1.14719 -0.44535
10 C -1.65838 0.23201 0.19935
11 H 2.83360 1.43789 -1.27415
12 H 2.10964 -0.26764 -1.80450
13 H 2.49684 0.13822 -0.01110
14 H 0.59271 2.58148 -1.79654
15 H 1.22737 -0.43779 1.74197
16 H -1.46896 -3.33998 2.16426
17 H -1.77026 -3.13393 -0.37583
18 H -1.81488 -1.18769 -1.44694
19 H -2.02823 1.00039 -0.44258
20 H -2.34107 0.22777 1.08881

Forces on the atoms, in the same order (eV/Å):
0.85 -1.53 0.28
-0.71 -0.59 -0.90
0.27 2.05 -1.21
0.27 -0.68 1.00
-1.71 1.97 0.21
-0.74 -1.71 0.56
-2.03 -1.20 0.34
1.67 -2.70 2.24
-2.21 3.85 -0.29
-0.14 -1.69 0.57
-0.30 -0.77 -0.03
0.18 1.96 1.75
0.44 0.21 -1.31
-0.63 -0.80 0.80
2.97 0.64 0.08
0.91 1.67 -0.96
-0.49 -0.93 -0.16
0.15 0.13 -2.01
0.11 0.32 -0.69
1.13 -0.20 -0.30

Calculated values
* 2S+1: 1
* frontier orbital gap: 8.8 eV
* highest occupied orbital energy: -8.49 eV
* SMILES string: CB(O)C1=CN=CC=CC1
* E_LUMO: 0.3 eV
* E: -11633.769 eV



Record 3
DFT (ωB97M-V/def2-TZVPD) results for C4H9N2 as an isolated structure in a non-equilibrium geometry.

Cartesian coordinates (Å):
1 C 2.40637 0.73970 1.55955
2 C 1.39333 -0.33920 1.61112
3 C 1.09699 -0.46889 0.27164
4 C -2.07427 0.22114 -1.26560
5 N 1.44485 0.79362 0.44583
6 N -1.09385 -0.90396 -1.34193
7 H 2.20364 1.41616 2.37040
8 H 3.37474 0.49218 1.24805
9 H 0.84050 -0.33837 2.54661
10 H -0.00253 -0.68849 -0.58718
11 H -1.79617 0.89686 -0.46436
12 H -2.30626 0.81252 -2.08130
13 H -3.06896 -0.09104 -1.01815
14 H -0.80222 -0.88500 -2.33785
15 H -1.61616 -1.65723 -0.95685

Forces on the atoms, in the same order (eV/Å):
-1.23 -1.07 0.60
1.58 -0.01 2.32
-1.35 -0.01 -1.50
-0.20 0.09 2.65
-0.57 1.33 -0.63
0.32 2.91 -0.90
0.71 0.83 -0.06
1.24 -0.08 -0.27
-0.90 -0.46 -0.54
-0.05 -0.79 -0.29
0.21 0.16 0.12
0.71 0.86 -2.33
-0.42 -0.88 0.47
-0.24 -1.37 0.94
0.18 -1.51 -0.58

Calculated values
* 2S+1: 1
* frontier orbital gap: 10.4 eV
* highest occupied orbital energy: -14.61 eV
* E_LUMO: -4.2 eV
* net charge: +1
* E: -7262.182 eV



ΔE to the lowest compared entry with this formula, charge and spin values (in kJ/mol) by entry order: 429.4; 213.2; 575.0.